{
  "formula": "C3H9N2O",
  "method": "ωB97M-V with the def2-TZVPD basis set",
  "species": ["C", "C", "C", "N", "N", "O", "H", "H", "H", "H", "H", "H", "H", "H", "H"],
  "positions_angstrom": [[1.956, 1.306, -0.892], [0.990, 0.431, -0.891], [0.923, -0.851, 0.256], [2.033, -1.473, 0.594], [-2.689, -0.178, 0.160], [-0.217, -1.115, 0.740], [2.021, 2.170, -1.519], [2.668, 1.316, -0.039], [0.135, 0.334, -1.518], [1.855, -2.365, 0.988], [2.971, -1.430, 0.069], [-3.101, -0.909, -0.490], [-2.578, 0.687, -0.390], [-3.151, 0.089, 1.020], [-1.531, -0.391, 0.327]],
  "forces_ev_per_angstrom": [[2.75, 1.64, 1.89], [-2.47, -4.46, 2.74], [0.17, 3.60, -4.43], [4.08, -0.72, 0.08], [3.22, 0.20, -1.87], [-1.06, 0.52, -0.14], [0.22, -0.13, -0.97], [-0.62, 0.20, -0.52], [-0.74, 0.27, -0.11], [0.16, -0.86, 0.53], [-2.50, 0.24, 0.78], [0.28, 0.97, 1.57], [-0.58, -0.21, 0.05], [-0.45, -0.62, 0.18], [-2.44, -0.65, 0.22]],
  "lowdin_charge": [-0.01, -0.05, -0.46, 0.14, 0.23, 0.05, 0.07, 0.10, 0.07, 0.10, 0.17, 0.17, 0.13, 0.13, 0.14],
  "e_homo_ev": [-8.824, -13.850],
  "s_squared": 2.017,
  "multiplicity": 3,
  "max_force_ev_per_a": 5.79,
  "energy_ev": -8272.0513,
  "lumo_ev": [-3.596, -7.809],
  "total_charge": 1
}